(1)
DFT (wB97M-V/def2-TZVPD) results for a structure of composition C3H10INSi in a non-equilibrium geometry.

Results
- 2S+1 = 1
- HOMO level (eV) = -8.60
- relative energy (zero: lowest compared OMol25 entry of this formula, charge and spin) (kcal per mole) = 0.0
- DFT total energy (eV) = -20741.529
- Kohn-Sham gap (eV) = 8.87
- largest force on an atom (eV/A) = 4.515

Each line ends with the natural charge from an NBO analysis.
CARTESIAN COORDINATES (ANGSTROEM)
C -1.4107 -1.1483 -0.8604  -1.12
C -0.2937 0.4698 1.8347  -1.13
C 0.5260 1.2884 -1.1556  -1.11
N 1.3971 -1.1185 -0.1169  -1.25
Si -0.0571 -0.1161 0.0258  1.75
I 3.1958 -0.3123 0.1673  0.29
H -1.0420 -2.0382 -1.4417  0.27
H -2.2847 -1.3191 -0.1513  0.24
H -1.8135 -0.4545 -1.6279  0.24
H 0.2222 -0.1862 2.5191  0.25
H -0.0489 1.5519 1.9481  0.25
H -1.3803 0.5003 2.1342  0.24
H 1.2317 1.1116 -1.9513  0.25
H -0.4797 1.5075 -1.5183  0.22
H 0.9400 2.0677 -0.5631  0.23
H 1.2976 -1.8038 0.7571  0.37

---

(2)
DFT (wB97M-V/def2-TZVPD) results for a structure of composition C3H10LiN2SbSe4 in a non-equilibrium geometry.

Results
- 2S+1 = 1
- HOMO level (spin up / spin down) (eV) = -7.02 / -7.12
- DFT total energy (eV) = -274381.099
- Kohn-Sham gap (spin up / spin down) (eV) = 5.62 / 5.71
- largest force on an atom (eV/A) = 1.940

Each line ends with the natural charge from an NBO analysis.
CARTESIAN COORDINATES (ANGSTROEM)
Li -0.1492 -1.1922 0.3786  0.94
N -2.1150 -1.6349 0.2352  -0.92
C -2.9346 -0.4235 0.5440  -0.24
C -2.6456 0.7583 -0.4085  -0.42
C -1.2754 1.4593 -0.1728  -0.22
N -0.1091 0.6070 -0.4087  -0.96
H -2.5284 -1.9765 -0.6321  0.38
H -2.4191 -2.3187 0.9367  0.38
H -2.7101 -0.0850 1.5376  0.19
H -4.0119 -0.4736 0.4812  0.20
H -3.4902 1.4628 -0.3985  0.24
H -2.6351 0.3359 -1.4365  0.19
H -1.1757 1.8114 0.8819  0.20
H -1.1996 2.2723 -0.9566  0.20
H 0.8136 1.0580 -0.2141  0.43
H -0.1031 0.3722 -1.4087  0.37
Se 5.8391 -1.8768 2.0961  -0.26
Sb 5.6215 -0.3346 0.1542  0.92
Se 5.8863 -1.9739 -1.6578  -0.62
Se 7.7584 1.0725 0.0452  -0.18
Se 3.5832 1.0801 0.4036  -0.83

---

(3)
DFT (wB97M-V/def2-TZVPD) results for a cluster of 2 separate species, C3H10N in total in a non-equilibrium geometry.

Results
- 2S+1 = 2
- HOMO level (spin up / spin down) (eV) = -5.39 / -10.66
- relative energy (zero: lowest compared OMol25 entry of this formula, charge and spin) (kcal per mole) = 26.4
- DFT total energy (eV) = -4760.177
- Kohn-Sham gap (spin up / spin down) (eV) = 6.48 / 11.69
- expectation value of S² = 0.7530
- largest force on an atom (eV/A) = 7.724

Each line ends with the natural charge from an NBO analysis.
CARTESIAN COORDINATES (ANGSTROEM)
C -1.6009 3.0506 -1.7445  -0.88
H -1.6003 4.1169 -2.0719  0.22
H -0.9271 2.6032 -1.0231  0.22
H -1.4410 2.6370 -2.7299  0.21
H -2.6219 2.6544 -1.6061  0.21
C 1.8593 -1.9011 0.5267  -0.41
C -0.2472 -1.1723 1.3777  -0.34
N 0.8643 -1.7446 1.6121  -0.57
H 2.0134 -0.9626 0.1087  0.21
H 1.5344 -2.7689 -0.0568  0.19
H 2.8058 -2.3317 0.9263  0.20
H -0.2717 -0.5916 0.4055  0.15
H -1.1607 -1.1208 1.9347  0.19
H 0.7935 -2.4684 2.3407  0.38

---

(4)
DFT (wB97M-V/def2-TZVPD) results for a structure of composition C3H10N in a non-equilibrium geometry.

Results
- 2S+1 = 1
- charge = +1
- HOMO level (eV) = -13.23
- relative energy (zero: lowest compared OMol25 entry of this formula, charge and spin) (kcal per mole) = 161.4
- DFT total energy (eV) = -4749.866
- Kohn-Sham gap (eV) = 8.67
- largest force on an atom (eV/A) = 7.143

Each line ends with the natural charge from an NBO analysis.
CARTESIAN COORDINATES (ANGSTROEM)
C 0.6703 0.1760 0.6445  -0.30
C -0.2741 0.1122 -0.4691  -0.53
C -1.5992 -0.5325 -0.3911  -0.74
N 2.0091 0.4156 0.4445  -0.85
H 0.3742 0.4892 1.7418  0.25
H 0.9244 -0.8855 1.0081  0.23
H 0.0530 -0.4575 -1.2871  0.28
H -0.0832 0.9869 -1.0649  0.28
H -2.0259 -0.2460 -1.4132  0.39
H -1.6496 -1.6620 -0.2481  0.32
H -2.1778 0.0327 0.2699  0.29
H 2.4908 0.2944 -0.4863  0.39
H -1.1828 -0.0378 0.6049  0.58
H 2.4707 1.3144 0.6459  0.39

---

(5)
DFT (wB97M-V/def2-TZVPD) results for a cluster of 2 separate species, C3H10N2 in total.

Results
- 2S+1 = 1
- HOMO level (eV) = -8.47
- relative energy (zero: lowest compared OMol25 entry of this formula, charge and spin) (kcal per mole) = 25.0
- DFT total energy (eV) = -6252.344
- Kohn-Sham gap (eV) = 9.57
- SMILES string = C=CN.CN
- largest force on an atom (eV/A) = 0.795

Each line ends with the natural charge from an NBO analysis.
CARTESIAN COORDINATES (ANGSTROEM)
C -2.4598 0.0804 1.6842  -0.42
N -1.3532 -0.4063 0.8264  -0.83
H -2.3001 1.1395 1.9041  0.19
H -2.4164 -0.4148 2.6507  0.19
H -3.4553 -0.0314 1.2586  0.17
H -1.7096 -1.1551 0.2368  0.34
H -1.1024 0.3462 0.1951  0.35
C 1.7986 1.2373 -1.2343  -0.52
C 1.4645 -0.0423 -1.2776  0.01
N 2.0184 -1.1029 -0.5545  -0.80
H 2.6403 1.5921 -0.6545  0.19
H 1.2238 1.9325 -1.8303  0.21
H 0.6446 -0.3663 -1.9074  0.18
H 2.0819 -1.9298 -1.1329  0.37
H 2.9248 -0.8789 -0.1645  0.37

---

(6)
DFT (wB97M-V/def2-TZVPD) results for the molecule C3H10N2 in a non-equilibrium geometry.

Results
- 2S+1 = 1
- HOMO level (eV) = -8.23
- relative energy (zero: lowest compared OMol25 entry of this formula, charge and spin) (kcal per mole) = 62.4
- DFT total energy (eV) = -6250.720
- Kohn-Sham gap (eV) = 9.37
- SMILES string = CCN(C)N
- largest force on an atom (eV/A) = 4.457

Each line ends with the natural charge from an NBO analysis.
CARTESIAN COORDINATES (ANGSTROEM)
C -1.5458 0.7048 0.9600  -0.65
C 1.7302 -0.3365 -0.6834  -0.42
C -0.1391 0.7619 0.1905  -0.20
N -0.1824 -1.6124 -0.3639  -0.65
N 0.5082 -0.5131 0.1088  -0.29
H -2.3478 0.2212 0.3666  0.22
H -1.2378 0.2889 2.0262  0.21
H -1.7199 1.6818 1.2659  0.22
H 2.1950 0.4910 -0.2250  0.20
H 2.5284 -1.1975 -0.4841  0.21
H 1.4806 -0.1812 -1.7434  0.17
H -0.3023 1.3358 -0.9728  0.11
H 0.3867 1.4961 0.7631  0.20
H -0.9818 -1.5832 0.2107  0.36
H -0.3722 -1.5576 -1.4191  0.31

---

(7)
DFT (wB97M-V/def2-TZVPD) results for a cluster of 2 separate species, C3H10N2O in total in a non-equilibrium geometry.

Results
- 2S+1 = 1
- HOMO level (eV) = -6.85
- relative energy (zero: lowest compared OMol25 entry of this formula, charge and spin) (kcal per mole) = 93.7
- DFT total energy (eV) = -8297.440
- Kohn-Sham gap (eV) = 6.69
- largest force on an atom (eV/A) = 1.930

Each line ends with the natural charge from an NBO analysis.
CARTESIAN COORDINATES (ANGSTROEM)
C 2.0695 0.3641 0.8318  -0.43
C 0.9604 -1.4694 -0.3103  0.10
N 1.1291 -0.2159 -0.1333  -0.45
H 3.0910 0.2403 0.4755  0.21
H 1.7366 1.3824 0.9923  0.23
H 2.0643 -0.2607 1.7300  0.23
H 1.6622 -2.2657 -0.1359  0.19
H -0.0508 -1.6911 -0.6465  0.23
H 0.1299 0.2772 -0.3467  0.49
N -1.1841 1.1269 -0.7909  -0.91
C -2.0082 0.0117 -0.0934  0.11
O -1.3674 -0.4961 0.9583  -0.92
H -1.3408 1.9061 -0.1630  0.37
H -1.5848 1.3131 -1.7100  0.37
H -2.3390 -0.6967 -0.8866  0.08
H -2.9680 0.4739 0.2287  0.10

---

(8)
DFT (wB97M-V/def2-TZVPD) results for a cluster of 2 separate species, C3H10N2O in total in a non-equilibrium geometry.

Results
- 2S+1 = 1
- HOMO level (eV) = -9.07
- relative energy (zero: lowest compared OMol25 entry of this formula, charge and spin) (kcal per mole) = 65.2
- DFT total energy (eV) = -8298.677
- Kohn-Sham gap (eV) = 9.93
- SMILES string = C=CO.NCN
- largest force on an atom (eV/A) = 2.237

Each line ends with the natural charge from an NBO analysis.
CARTESIAN COORDINATES (ANGSTROEM)
C -0.2754 3.5185 -1.2322  -0.51
C -0.5096 2.2101 -1.0758  0.12
O -0.5752 1.4190 -2.2430  -0.69
H -0.5331 4.2244 -0.4286  0.21
H 0.1724 4.0512 -2.0581  0.20
H -0.4966 1.7276 -0.0890  0.19
H 0.1457 1.8883 -2.6982  0.47
N 0.6595 -1.0281 1.5470  -0.90
C -0.1618 -2.2478 1.4481  -0.06
N 0.5904 -3.4661 1.3242  -0.82
H 0.5187 -0.3233 0.8477  0.37
H 0.8487 -0.7667 2.4952  0.37
H -0.6125 -2.2648 2.4324  0.16
H -0.9577 -2.2882 0.7062  0.19
H 0.9839 -3.5183 0.3824  0.34
H 1.4690 -3.4191 1.8357  0.35